Record 1
Computed, not measured: one molecule with the formula C19H19ClN4O3S in a non-equilibrium geometry, with wB97M-V/def2-TZVPD.

Last column: natural (NBO) charge in e.
Cartesian coordinates (Å):
1 O -1.717 -2.238 0.373  -0.94
2 S -0.428 -2.469 0.952  2.30
3 O -0.209 -3.706 1.632  -0.92
4 N -0.114 -1.244 2.095  -0.85
5 C 0.611 -0.162 1.582  0.31
6 N 1.851 -0.032 1.938  -0.39
7 C 2.588 0.943 1.342  0.04
8 C 3.941 1.098 1.676  -0.17
9 C 4.704 2.018 1.006  -0.23
10 C 4.140 2.809 -0.004  -0.20
11 C 2.817 2.684 -0.339  -0.23
12 C 2.009 1.751 0.332  0.21
13 N 0.697 1.644 0.016  -0.49
14 C -0.017 0.726 0.634  0.36
15 N -1.324 0.607 0.352  -0.59
16 H -1.892 -0.009 0.913  0.43
17 C -2.020 1.610 -0.416  -0.22
18 C -3.487 1.215 -0.565  0.09
19 C -3.711 -0.116 -1.319  -0.43
20 H -4.213 0.063 -2.269  0.21
21 C -4.572 -0.951 -0.363  -0.44
22 H -3.946 -1.685 0.142  0.23
23 C -5.074 0.097 0.633  -0.06
24 H -5.990 0.581 0.258  0.16
25 H -5.261 -0.297 1.632  0.20
26 O -4.036 1.046 0.732  -0.53
27 H -5.390 -1.462 -0.865  0.21
28 H -2.765 -0.617 -1.508  0.22
29 H -4.018 2.033 -1.079  0.18
30 H -1.545 1.709 -1.396  0.21
31 H -1.955 2.581 0.090  0.21
32 H 2.366 3.290 -1.109  0.22
33 H 4.761 3.526 -0.520  0.21
34 H 5.749 2.136 1.251  0.22
35 H 4.354 0.471 2.451  0.22
36 H 0.379 -1.662 2.875  0.43
37 C 0.846 -2.141 -0.265  -0.26
38 C 2.156 -2.373 0.104  -0.23
39 C 3.166 -1.915 -0.730  -0.03
40 C 2.862 -1.248 -1.910  -0.20
41 C 1.539 -1.053 -2.268  -0.19
42 C 0.520 -1.491 -1.438  -0.21
43 H -0.519 -1.331 -1.676  0.24
44 H 1.304 -0.537 -3.186  0.23
45 H 3.660 -0.882 -2.536  0.24
46 Cl 4.807 -2.137 -0.276  0.03
47 H 2.375 -2.883 1.028  0.25

Computed properties:
HOMO energy (eV): -8.13
LUMO energy (eV): -0.2
SMILES: O=S(=O)(Nc1nc2ccccc2nc1NC[C@H]1CCCO1)c1cccc(Cl)c1
Energy relative to the best compared isomer or geometry (same formula, charge and spin) (kJ/mol): 166.9
Energy (Ha): -2038.56917
HOMO-LUMO gap (eV): 7.927

---

Record 2
Computed, not measured: C35H24F5GdN8OS as an isolated structure in a non-equilibrium geometry, with wB97M-V/def2-TZVPD.

Last column: Mulliken spin population.
Cartesian coordinates (Å):
1 Gd -1.430 1.212 -0.011  7.56
2 C -0.661 1.376 4.640  0.00
3 C -1.255 1.288 3.390  0.00
4 N -0.529 1.269 2.275  -0.07
5 C 0.810 1.336 2.388  -0.01
6 C 1.384 1.399 3.658  0.00
7 N 0.657 1.420 4.763  0.00
8 C 1.611 1.341 1.135  -0.03
9 C 2.994 1.349 1.162  0.00
10 C 3.730 1.363 -0.025  0.00
11 C 2.993 1.361 -1.211  0.00
12 C 1.610 1.356 -1.181  -0.03
13 N 0.930 1.345 -0.022  0.01
14 C 0.803 1.385 -2.430  -0.02
15 C 1.372 1.507 -3.699  0.00
16 N 0.640 1.597 -4.796  0.00
17 C -0.678 1.566 -4.668  0.00
18 C -1.266 1.402 -3.423  -0.01
19 N -0.536 1.307 -2.313  -0.06
20 C 5.209 1.377 -0.026  0.00
21 C 5.941 1.370 1.163  0.00
22 C 7.327 1.369 1.110  0.00
23 N 8.007 1.375 -0.027  0.00
24 C 7.326 1.391 -1.164  0.00
25 C 5.939 1.394 -1.214  0.00
26 H -1.243 1.411 5.552  0.00
27 H -2.332 1.226 3.286  0.00
28 H 2.455 1.436 3.807  0.00
29 H 3.507 1.343 2.108  0.00
30 H 3.503 1.361 -2.159  0.00
31 H 2.442 1.539 -3.851  0.00
32 H -1.265 1.670 -5.572  0.00
33 H -2.343 1.347 -3.319  0.00
34 H 5.466 1.367 2.133  0.00
35 H 7.909 1.361 2.024  0.00
36 H 7.906 1.400 -2.078  0.00
37 H 5.463 1.412 -2.184  0.00
38 F -7.471 4.630 0.013  0.00
39 C -6.167 4.451 0.014  0.00
40 C -5.638 3.173 -0.020  0.00
41 F -6.422 2.103 -0.056  0.00
42 C -4.268 3.026 -0.017  -0.05
43 F -3.753 1.728 -0.051  -0.04
44 C -3.365 4.075 0.018  0.03
45 S -1.635 3.853 0.029  -0.24
46 C -3.931 5.350 0.048  0.02
47 F -3.137 6.410 0.079  0.00
48 C -5.303 5.540 0.049  0.00
49 F -5.795 6.762 0.081  0.00
50 C -2.298 -5.504 -0.566  0.00
51 N -1.830 -4.174 -0.942  0.00
52 N -1.357 -3.280 -0.011  0.00
53 C -1.510 -2.016 -0.511  -0.01
54 O -1.185 -0.952 0.124  -0.02
55 C -2.083 -2.146 -1.788  0.00
56 C -2.289 -3.491 -2.007  0.00
57 C -2.921 -4.170 -3.165  0.00
58 C -0.446 -3.672 1.018  0.00
59 C 0.427 -4.735 0.809  0.00
60 C 1.327 -5.086 1.802  0.00
61 C 1.376 -4.370 2.989  0.00
62 C 0.520 -3.295 3.179  0.00
63 C -0.397 -2.945 2.201  0.00
64 H -1.853 -5.808 0.374  0.00
65 H -2.024 -6.217 -1.340  0.00
66 H -3.383 -5.502 -0.453  0.00
67 H -2.319 -1.335 -2.456  0.00
68 H -3.079 -3.456 -3.968  0.00
69 H -3.888 -4.597 -2.889  0.00
70 H -2.296 -4.983 -3.534  0.00
71 H 0.431 -5.278 -0.127  0.00
72 H 2.002 -5.915 1.641  0.00
73 H 2.080 -4.647 3.761  0.00
74 H 0.559 -2.732 4.102  0.00
75 H -1.076 -2.120 2.350  0.00

Computed properties:
HOMO energy (spin up / spin down) (eV): -13.15 / -13.21
Spin multiplicity: 8
Net charge: +2
⟨S²⟩: 15.967
LUMO energy (spin up / spin down) (eV): -7.3 / -6.7
Energy relative to the best compared isomer or geometry (same formula, charge and spin) (kJ/mol): 51.6
Energy (Ha): -3524.17626
HOMO-LUMO gap (spin up / spin down) (eV): 5.860 / 6.548

---

Record 3
Computed, not measured: a 11-piece molecular cluster, C42H101N11O8 overall in a non-equilibrium geometry, with wB97M-V/def2-TZVPD.

Last column: Löwdin charge in e.
Cartesian coordinates (Å):
1 C 1.773 -0.305 5.279  -0.07
2 C 1.037 -1.585 4.888  -0.27
3 N -0.388 -1.698 5.262  -0.18
4 C -0.937 -2.948 4.806  -0.27
5 C -2.471 -2.883 4.682  -0.07
6 C -0.569 -1.439 6.717  -0.23
7 C -0.004 -2.542 7.619  -0.09
8 H 2.686 -0.347 4.684  0.06
9 H 1.881 -0.198 6.357  0.07
10 H 1.250 0.590 4.930  0.06
11 H 0.986 -1.623 3.794  0.09
12 H 1.622 -2.469 5.178  0.11
13 H -0.502 -3.224 3.841  0.09
14 H -0.717 -3.825 5.433  0.11
15 H -2.890 -3.104 5.663  0.07
16 H -2.803 -1.922 4.307  0.03
17 H -2.780 -3.621 3.940  0.08
18 H -1.659 -1.468 6.806  0.10
19 H -0.294 -0.431 7.016  0.10
20 H -0.590 -3.460 7.567  0.06
21 H -0.173 -2.206 8.648  0.07
22 H 1.039 -2.834 7.511  0.07
23 C -4.427 3.884 1.999  -0.08
24 C -3.560 2.784 1.392  -0.26
25 N -3.412 1.532 2.157  -0.21
26 C -2.811 1.707 3.485  -0.23
27 C -1.474 2.408 3.481  -0.08
28 C -4.654 0.743 2.142  -0.24
29 C -4.381 -0.667 2.644  -0.08
30 H -5.459 3.539 2.128  0.07
31 H -4.508 4.682 1.259  0.07
32 H -4.136 4.209 2.999  0.07
33 H -4.118 2.488 0.500  0.10
34 H -2.571 3.140 1.114  0.08
35 H -3.491 2.332 4.086  0.11
36 H -2.739 0.735 3.969  0.10
37 H -0.624 1.756 3.264  0.06
38 H -1.413 3.209 2.743  0.07
39 H -1.297 2.849 4.464  0.07
40 H -5.049 0.728 1.125  0.11
41 H -5.410 1.234 2.774  0.11
42 H -3.565 -1.095 2.068  0.07
43 H -5.326 -1.199 2.494  0.08
44 H -4.268 -0.693 3.724  0.05
45 C 1.180 -6.316 -3.437  -0.09
46 C 1.699 -4.888 -3.445  -0.27
47 N 0.755 -3.875 -2.985  -0.19
48 C -0.460 -3.921 -3.819  -0.24
49 C -1.531 -2.974 -3.318  -0.08
50 C 1.325 -2.566 -2.926  -0.28
51 C 1.631 -1.831 -4.243  -0.07
52 H 0.450 -6.462 -2.637  0.08
53 H 2.032 -6.983 -3.318  0.07
54 H 0.645 -6.606 -4.343  0.07
55 H 2.553 -4.864 -2.756  0.10
56 H 2.147 -4.649 -4.422  0.11
57 H -0.190 -3.755 -4.871  0.12
58 H -0.873 -4.930 -3.825  0.10
59 H -1.212 -1.933 -3.229  0.06
60 H -2.460 -2.943 -3.889  0.08
61 H -1.862 -3.279 -2.322  0.06
62 H 2.291 -2.576 -2.407  0.09
63 H 0.832 -1.887 -2.224  0.09
64 H 0.759 -1.419 -4.752  0.07
65 H 2.234 -2.478 -4.883  0.07
66 H 2.254 -0.943 -4.092  0.07
67 C 3.122 1.969 1.628  0.01
68 C 3.742 1.806 3.014  -0.53
69 O 4.673 1.015 3.204  0.00
70 N 3.189 2.406 4.100  0.02
71 C 2.168 3.426 4.032  -0.09
72 H 3.100 3.048 1.468  0.08
73 H 2.139 1.512 1.675  0.07
74 H 3.799 1.507 0.920  0.08
75 H 3.587 2.265 5.009  0.14
76 H 2.549 4.367 4.452  0.08
77 H 1.309 3.224 4.683  0.07
78 H 1.746 3.677 3.064  0.07
79 C -2.134 5.174 -2.029  0.01
80 C -0.698 5.432 -2.414  -0.54
81 O -0.385 5.716 -3.559  0.02
82 N 0.202 5.149 -1.443  0.01
83 C 1.633 5.298 -1.506  -0.06
84 H -2.821 5.900 -2.453  0.09
85 H -2.293 5.173 -0.948  0.07
86 H -2.371 4.156 -2.338  0.06
87 H -0.078 4.707 -0.584  0.11
88 H 2.092 4.309 -1.616  0.07
89 H 2.004 5.776 -0.598  0.08
90 H 1.968 5.898 -2.350  0.07
91 C -5.824 -0.528 -1.981  0.01
92 C -4.355 -0.795 -1.640  -0.54
93 O -3.986 -1.904 -1.276  0.02
94 N -3.467 0.221 -1.744  0.04
95 C -3.715 1.502 -2.393  -0.09
96 H -6.123 0.452 -1.621  0.07
97 H -6.350 -1.354 -1.507  0.08
98 H -5.986 -0.672 -3.049  0.09
99 H -2.516 0.088 -1.444  0.11
100 H -3.837 1.363 -3.471  0.09
101 H -2.779 2.048 -2.276  0.04
102 H -4.515 2.143 -2.023  0.08
103 C -0.732 -4.319 0.788  0.02
104 C 0.537 -5.128 1.070  -0.56
105 O 0.672 -5.744 2.114  0.03
106 N 1.418 -5.140 0.053  0.04
107 C 2.698 -5.818 0.122  -0.07
108 H -1.485 -4.983 0.369  0.09
109 H -0.551 -3.471 0.125  0.05
110 H -1.055 -3.858 1.721  0.06
111 H 1.217 -4.649 -0.804  0.09
112 H 2.967 -6.053 1.147  0.08
113 H 3.501 -5.262 -0.365  0.07
114 H 2.660 -6.748 -0.456  0.08
115 C 4.571 -1.834 -0.454  0.01
116 C 3.611 -2.211 0.632  -0.54
117 O 2.433 -1.852 0.599  0.01
118 N 4.084 -2.916 1.677  0.02
119 C 3.389 -3.296 2.868  -0.07
120 H 5.061 -0.895 -0.198  0.08
121 H 4.051 -1.694 -1.395  0.07
122 H 5.290 -2.653 -0.540  0.08
123 H 5.086 -2.944 1.807  0.14
124 H 3.633 -4.278 3.271  0.09
125 H 2.309 -3.233 2.732  0.07
126 H 3.582 -2.592 3.690  0.08
127 C 4.920 2.414 -2.878  0.00
128 C 3.725 2.906 -3.705  -0.56
129 O 2.763 2.152 -3.843  0.02
130 N 3.839 4.111 -4.269  0.02
131 C 2.742 4.714 -5.011  -0.05
132 H 5.734 2.181 -3.567  0.08
133 H 4.738 1.624 -2.160  0.07
134 H 5.279 3.271 -2.293  0.07
135 H 4.775 4.479 -4.262  0.14
136 H 1.851 4.107 -5.127  0.07
137 H 3.119 4.969 -6.002  0.09
138 H 2.372 5.629 -4.548  0.07
139 C 0.928 0.855 -0.751  0.02
140 C -0.400 1.373 -0.246  -0.52
141 O -0.881 2.413 -0.720  -0.02
142 N -1.161 0.597 0.546  0.04
143 C -0.736 -0.625 1.227  -0.04
144 H 1.516 0.414 0.057  0.03
145 H 1.534 1.626 -1.214  0.08
146 H 0.724 -0.053 -1.320  0.08
147 H -2.130 0.901 0.622  0.10
148 H 0.349 -0.660 1.259  0.06
149 H -1.089 -1.464 0.622  0.07
150 H -1.151 -0.736 2.228  0.07
151 C -0.637 1.571 -4.405  0.01
152 C -1.222 2.140 -5.698  -0.53
153 O -1.748 1.424 -6.532  0.03
154 N -1.014 3.474 -5.866  0.01
155 C -1.339 4.172 -7.087  -0.07
156 H -1.330 0.946 -3.841  0.06
157 H -0.473 2.340 -3.634  0.06
158 H 0.358 1.150 -4.530  0.07
159 H -0.480 3.939 -5.150  0.09
160 H -0.415 4.521 -7.558  0.08
161 H -2.002 5.008 -6.864  0.08
162 H -1.793 3.529 -7.835  0.08

Computed properties:
HOMO energy (eV): -8.31
LUMO energy (eV): 0.3
SMILES: CCN(CC)CC.CCN(CC)CC.CCN(CC)CC.CNC(C)=O.CNC(C)=O.CNC(C)=O.CNC(C)=O.CNC(C)=O.CNC(C)=O.CNC(C)=O.CNC(C)=O
Energy relative to the best compared isomer or geometry (same formula, charge and spin) (kJ/mol): 0.0
Energy (Ha): -2865.19046
HOMO-LUMO gap (eV): 8.630

---

Record 4
Computed, not measured: C2H2KLi2O2 as an isolated structure in a non-equilibrium geometry, with wB97M-V/def2-TZVPD.

Last column: natural (NBO) charge in e.
Cartesian coordinates (Å):
1 O -2.008 -0.450 -0.210  -1.01
2 C -0.704 -0.628 -0.290  0.05
3 C 0.235 -0.154 0.578  -0.04
4 K -4.201 0.276 0.928  0.98
5 Li 1.684 1.297 -1.380  0.58
6 H -0.318 -1.104 -1.218  0.10
7 H -0.100 0.299 1.525  0.10
8 Li 3.865 0.542 -0.217  0.35
9 O 1.548 -0.079 0.283  -1.10

Computed properties:
HOMO energy (spin up / spin down) (eV): -4.20 / -4.32
Spin multiplicity: 2
⟨S²⟩: 0.751
LUMO energy (spin up / spin down) (eV): -0.9 / -0.9
Energy relative to the best compared isomer or geometry (same formula, charge and spin) (kJ/mol): 0.0
Energy (Ha): -842.78729
HOMO-LUMO gap (spin up / spin down) (eV): 3.274 / 3.395

---

Record 5
Computed, not measured: a 2-piece molecular cluster, H4SSi overall in a non-equilibrium geometry, with wB97M-V/def2-TZVPD.

Last column: natural (NBO) charge in e.
Cartesian coordinates (Å):
1 Si 1.506 0.008 0.140  0.99
2 S -0.242 -0.916 0.038  -0.60
3 H 1.739 1.305 0.757  -0.19
4 H -2.519 0.096 -0.164  0.00
5 H 2.770 -0.495 -0.378  -0.19
6 H -3.253 0.001 -0.393  -0.01

Computed properties:
HOMO energy (eV): -9.36
LUMO energy (eV): -0.9
SMILES: [SiH2]=S.[H][H]
Energy relative to the best compared isomer or geometry (same formula, charge and spin) (kJ/mol): 147.4
Energy (Ha): -690.01430
HOMO-LUMO gap (eV): 8.468

---

Record 6
Computed, not measured: C19H40AlNP3Se as an isolated structure in a non-equilibrium geometry, with wB97M-V/def2-TZVPD.

Last column: natural (NBO) charge in e.
Cartesian coordinates (Å):
1 Al -0.126 -0.781 0.355  1.02
2 P 0.284 2.157 2.146  0.77
3 P -2.460 0.153 0.455  0.92
4 P 2.327 -0.536 0.385  0.89
5 H -1.505 -3.534 -5.184  0.19
6 C -0.778 -4.262 -4.808  -0.39
7 C -0.689 -4.492 -3.468  -0.40
8 H -1.443 -4.131 -2.747  0.19
9 C 0.464 3.806 1.318  -0.94
10 C -1.077 2.511 3.348  -0.92
11 C 1.700 2.177 3.339  -0.92
12 C -3.449 -0.790 -0.750  -0.95
13 C -3.203 -0.246 2.078  -0.95
14 C -2.975 1.882 0.135  -0.94
15 C 3.066 -1.738 -0.776  -0.94
16 C 3.040 -1.014 2.003  -0.94
17 C 3.188 1.030 -0.001  -0.94
18 H -0.209 -4.768 -5.584  0.23
19 H 0.074 -5.151 -3.030  0.22
20 H 0.552 4.634 2.031  0.27
21 H -0.399 3.976 0.666  0.23
22 H 1.352 3.782 0.677  0.24
23 H -0.861 3.409 3.954  0.27
24 H -1.182 1.639 4.015  0.22
25 H -2.027 2.648 2.813  0.23
26 H 1.658 3.065 3.993  0.27
27 H 2.653 2.164 2.788  0.24
28 H 1.644 1.268 3.962  0.22
29 H -4.511 -0.555 -0.589  0.28
30 H -3.282 -1.867 -0.621  0.27
31 H -3.168 -0.508 -1.771  0.25
32 H -4.147 0.298 2.220  0.28
33 H -2.537 0.004 2.913  0.24
34 H -3.408 -1.324 2.148  0.27
35 H -4.067 1.963 0.242  0.29
36 H -2.694 2.169 -0.887  0.25
37 H -2.495 2.582 0.831  0.26
38 H 4.143 -1.857 -0.569  0.28
39 H 2.920 -1.384 -1.806  0.25
40 H 2.559 -2.708 -0.664  0.27
41 H 4.109 -1.250 1.893  0.28
42 H 2.523 -1.901 2.394  0.25
43 H 2.931 -0.206 2.741  0.25
44 H 4.274 0.853 -0.070  0.29
45 H 2.996 1.796 0.768  0.25
46 H 2.818 1.409 -0.966  0.24
47 C -0.007 0.948 -2.866  -0.21
48 C -0.490 -0.359 -3.035  -0.18
49 C -0.115 -1.096 -4.155  -0.15
50 C 0.578 -0.461 -5.198  0.01
51 C 0.845 0.908 -5.123  -0.17
52 C 0.542 1.647 -3.971  -0.16
53 Se 0.014 1.467 -1.062  0.54
54 H -0.223 -2.089 -0.575  -0.33
55 H -1.036 -0.829 -2.210  0.24
56 H -0.325 -2.157 -4.214  0.27
57 H 0.891 -0.988 -6.100  0.27
58 H 1.274 1.419 -5.987  0.28
59 H 0.777 2.713 -3.883  0.27
60 C -0.223 -1.312 4.822  -0.78
61 C -0.223 -1.104 3.411  0.63
62 N -0.184 -0.979 2.241  -0.62
63 H -1.186 -1.740 5.148  0.32
64 H -0.074 -0.349 5.339  0.31
65 H 0.583 -2.011 5.101  0.32

Computed properties:
HOMO energy (spin up / spin down) (eV): -16.69 / -16.69
Net charge: +3
LUMO energy (spin up / spin down) (eV): -12.9 / -12.7
Energy relative to the best compared isomer or geometry (same formula, charge and spin) (kJ/mol): 39.6
Energy (Ha): -4469.60116
HOMO-LUMO gap (spin up / spin down) (eV): 3.799 / 4.012